C2H9N2Si | the ωB97M-V functional and the def2-TZVPD basis

Net charge: +1
Gap between HOMO and LUMO (eV): 7.51
Highest occupied orbital energy (eV): -13.6278
LUMO (eV): -6.120
Molecular weight (g/mol): 89.2

CARTESIAN COORDINATES (ANGSTROEM)
1 C -1.52 0.62 0.09
2 N -0.05 0.80 0.23
3 C 0.42 0.73 1.60
4 N 0.76 -0.41 -0.71
5 Si 0.88 -1.52 -2.14
6 H -1.92 0.03 0.86
7 H -1.75 1.64 0.31
8 H -1.72 0.13 -0.88
9 H -0.26 1.44 2.18
10 H 0.42 -0.17 2.18
11 H 1.39 1.14 1.72
12 H 1.74 -0.26 -0.48
13 H 1.96 -2.42 -1.91
14 H -0.36 -1.76 -3.04

The computed natural (NBO) charges, all in e, follow:
1. C -0.4261
2. N -0.1334
3. C -0.4704
4. N -0.9080
5. Si 1.3781
6. H 0.1958
7. H 0.2459
8. H 0.2174
9. H 0.2580
10. H 0.2162
11. H 0.2213
12. H 0.3954
13. H -0.1088
14. H -0.0812